Entry 1:
A 2-piece molecular cluster, C2H6O4S overall at a distorted geometry, computed with wB97M-V/def2-TZVPD.

```
13
Properties=species:S:1:pos:R:3:forces:R:3
O -4.7390 1.1878 -0.3867 -0.189 -0.260 0.183
S -4.6972 -0.2270 -0.2278 0.353 0.854 0.352
O -4.9731 -0.8152 1.0333 -0.147 -0.017 -0.055
O -4.3007 -1.0180 -1.3247 0.018 -0.583 -0.469
C 0.5074 0.8285 -0.1090 0.396 1.943 -1.006
O -0.2105 -0.1985 0.4943 0.709 -0.986 -0.603
C -1.2781 0.1754 1.3449 -0.632 -2.654 -4.115
H 0.7165 0.7784 -1.2746 -0.812 -0.635 2.213
H -0.1680 1.7383 0.0289 1.567 -0.416 -0.246
H 1.5413 0.9076 0.3544 -1.247 0.351 -0.320
H -0.9804 0.4517 2.2681 0.827 1.233 3.042
H -1.9126 0.8326 0.7899 -0.470 1.211 0.123
H -1.8191 -0.7687 1.3295 -0.373 -0.042 0.902
```
Forces are in eV/Å.

Results
HOMO-LUMO gap: 9.102 eV
LUMO: -0.831 eV
Molar mass: 126.13 g/mol
Calculated total energy: -21193.572 eV
HOMO: -9.93 eV

***

Entry 2:
An isolated molecule of C5H8S3 at a distorted geometry, computed with wB97M-V/def2-TZVPD.

```
16
Properties=species:S:1:pos:R:3:forces:R:3
S -2.6175 0.1325 -0.1444 -5.046 0.414 -0.097
C -1.1035 -0.0230 -0.0590 3.672 -2.334 -1.432
C -0.3330 -0.2031 -1.4188 2.684 3.357 3.346
C 1.2537 -0.6755 -1.2782 -6.618 0.884 2.842
S 1.9743 0.3969 -0.1326 4.583 0.350 -0.015
C 0.7209 1.0681 0.7695 -1.794 4.595 4.123
C -0.3650 0.1436 1.2098 -1.904 3.608 0.532
S 0.1523 -1.2816 2.0308 0.080 -1.412 0.354
H -0.8636 -0.8286 -1.9995 -1.767 -2.027 -2.158
H -0.5456 0.8854 -1.6729 1.112 -1.300 -0.926
H 1.6800 -0.6896 -2.1741 2.034 0.107 -3.622
H 1.0602 -1.6407 -0.8808 0.638 -1.178 0.329
H 1.0574 1.7069 1.8378 -0.048 -2.064 -3.245
H 0.1483 1.8949 0.2519 0.845 -0.562 0.251
H -1.1239 0.8189 1.8359 1.658 -1.629 -0.786
H -1.0948 -1.7052 1.8245 -0.129 -0.809 0.504
```
Forces are in eV/Å.

Results
HOMO-LUMO gap: 8.508 eV
LUMO: -0.088 eV
Molar mass: 164.32 g/mol
Calculated total energy: -37817.269 eV
HOMO: -8.60 eV

***

Entry 3:
C44H116F3N10O12Zn as an isolated structure at a distorted geometry, computed with wB97M-V/def2-TZVPD.

```
186
Properties=species:S:1:pos:R:3:forces:R:3
Zn -3.5555 -28.4654 -11.3659 -0.962 0.615 0.101
C -5.1065 -30.5010 -12.9061 0.412 0.313 -0.975
O -5.2331 -29.4687 -13.9070 -0.147 -0.255 0.042
O -4.6574 -29.9729 -11.7928 0.643 0.070 1.283
C -6.4852 -31.1046 -12.7036 -0.276 -0.612 -0.016
F -6.8337 -31.7865 -13.8088 -0.164 -0.016 -0.301
F -6.5207 -31.9996 -11.6998 0.183 0.201 0.151
F -7.4445 -30.2053 -12.4582 0.024 0.242 0.034
C -5.1307 -29.8547 -15.2691 -0.408 0.072 -0.644
C -5.3157 -28.6174 -16.1310 0.426 0.000 0.134
H -6.2340 -28.0837 -15.8907 -0.083 -0.154 0.023
H -4.4703 -27.9331 -15.9989 -0.065 0.017 -0.045
H -5.3560 -28.9144 -17.1780 -0.024 0.069 -0.026
H -5.9133 -30.5707 -15.5229 0.044 -0.102 0.030
H -4.1585 -30.3149 -15.4825 0.014 -0.057 0.169
H -4.4687 -31.3012 -13.3265 -0.168 0.012 -0.056
C -5.8953 -30.8484 -19.8028 0.245 0.773 -0.012
C -6.7797 -30.2213 -20.8754 0.014 -0.992 0.317
C -6.6236 -28.7336 -20.9607 -0.760 0.402 0.059
O -7.6690 -28.2496 -21.8059 0.368 -0.263 -0.123
C -7.4713 -26.9224 -22.1918 0.458 0.670 -0.380
N -6.4451 -30.8083 -22.1755 -0.431 0.086 -0.282
H -6.0545 -30.3661 -18.8332 -0.278 -0.186 0.014
H -4.8420 -30.6688 -20.0377 -0.010 -0.313 -0.153
H -6.1064 -31.9123 -19.7271 0.166 -0.070 0.060
H -7.8177 -30.4535 -20.5931 -0.037 0.241 -0.048
H -5.6315 -28.4906 -21.3571 -0.041 0.104 -0.047
H -6.7900 -28.2543 -19.9850 0.404 -0.159 0.126
H -8.3181 -26.5996 -22.7940 -0.153 -0.024 0.210
H -6.5789 -26.7780 -22.8231 -0.032 -0.330 0.075
H -7.3211 -26.2449 -21.3373 -0.297 -0.120 0.066
H -6.5752 -31.8154 -22.1661 0.152 0.004 0.222
H -7.1425 -30.4826 -22.8418 0.229 0.137 -0.071
C -10.3917 -31.9067 -11.1702 -0.956 -0.160 -0.069
C -10.2782 -33.0596 -12.1871 0.821 1.613 0.673
C -11.5228 -33.8872 -12.4003 0.305 -0.454 0.534
O -12.0583 -34.2092 -11.1234 0.275 0.303 -0.085
C -13.0715 -35.1765 -11.1932 -0.207 -0.171 -0.549
N -9.7219 -32.5523 -13.4496 0.397 -0.004 -0.078
H -11.0039 -31.0872 -11.5638 -0.061 -0.070 0.031
H -9.4074 -31.4943 -10.9488 0.086 -0.111 -0.006
H -10.8572 -32.2762 -10.2547 0.099 0.169 0.066
H -9.5030 -33.6637 -11.7040 -0.127 -0.523 -0.487
H -11.2057 -34.8334 -12.8573 -0.190 0.178 -0.428
H -12.2554 -33.3801 -13.0403 -0.021 0.007 0.020
H -13.1610 -35.6730 -10.2316 -0.057 0.122 0.111
H -12.8334 -35.9314 -11.9546 0.025 -0.059 0.129
H -14.0244 -34.7225 -11.4894 -0.052 -0.039 0.154
H -8.8772 -32.0443 -13.2166 0.168 -0.362 0.041
H -10.2531 -31.7962 -13.8776 -0.660 -0.408 0.147
C -3.3500 -26.4553 -8.2352 0.064 0.438 0.486
C -2.1679 -27.0900 -8.9642 -0.869 0.278 -0.179
C -2.1491 -28.5787 -8.7374 0.771 -0.883 -0.063
O -3.2239 -29.2262 -9.4457 0.818 0.436 0.398
C -3.3679 -30.5905 -9.0088 -0.419 -0.239 -0.128
N -2.2811 -26.8660 -10.4368 0.919 -0.274 0.204
H -4.2015 -27.1167 -8.1155 -0.012 -0.087 -0.253
H -3.6942 -25.5258 -8.6931 0.046 -0.098 -0.164
H -3.0344 -26.1787 -7.2263 0.027 -0.091 -0.025
H -1.2615 -26.6130 -8.5904 0.191 -0.324 0.034
H -2.1922 -28.8602 -7.6833 -0.246 0.324 0.086
H -1.2094 -29.0242 -9.0996 -0.033 0.129 -0.072
H -3.8681 -31.1274 -9.8103 0.120 0.147 0.023
H -4.0031 -30.6167 -8.1221 0.276 0.077 0.005
H -2.4064 -31.0566 -8.7914 0.105 0.148 -0.074
H -1.3787 -27.0943 -10.8633 -0.012 -0.060 0.166
H -2.3222 -25.8582 -10.5760 -0.565 -0.112 -0.252
C -10.4840 -31.2655 -19.0463 0.150 -0.335 -0.107
C -9.4797 -30.5765 -18.1653 0.703 0.551 1.617
C -9.3630 -29.0921 -18.4314 -0.145 0.536 -0.820
O -8.3293 -28.4675 -17.6674 -0.130 -0.624 0.122
C -8.4351 -27.0741 -17.7617 -0.325 0.513 0.211
N -9.7744 -30.8569 -16.7360 -0.399 0.765 0.618
H -11.4986 -30.9934 -18.7503 -0.007 0.103 -0.070
H -10.3865 -32.3443 -18.9167 -0.078 -0.008 -0.064
H -10.3420 -31.0261 -20.1001 -0.007 0.015 -0.004
H -8.4469 -30.9417 -18.2553 -0.219 -0.329 -0.548
H -10.3138 -28.5715 -18.2385 -0.013 -0.142 0.039
H -9.1072 -28.9437 -19.4925 -0.226 0.033 0.023
H -8.5079 -26.7270 -18.7998 0.110 -0.091 -0.013
H -7.5753 -26.6034 -17.2854 0.143 -0.174 -0.069
H -9.3299 -26.7135 -17.2323 0.015 -0.048 -0.100
H -9.4049 -30.0837 -16.1779 0.620 -0.290 -0.173
H -10.7609 -30.7440 -16.4934 -0.136 -0.405 -0.692
C -0.1866 -31.7239 -12.2536 -0.218 0.075 0.080
C -0.8116 -33.0851 -12.5522 0.586 0.224 0.243
C -2.3162 -32.9951 -12.5414 -0.294 -0.079 0.578
O -2.8458 -34.2847 -12.7627 -0.088 0.005 -0.559
C -4.1850 -34.2606 -13.2488 0.162 0.076 0.033
N -0.3429 -33.6194 -13.8299 -0.476 -0.240 0.147
H 0.8969 -31.7398 -12.3627 0.012 -0.130 0.015
H -0.4185 -31.4480 -11.2190 0.038 0.116 -0.051
H -0.5659 -30.9498 -12.9274 -0.043 -0.058 -0.041
H -0.5572 -33.7240 -11.6899 0.045 -0.187 -0.217
H -2.7213 -32.2582 -13.2471 0.272 -0.181 -0.270
H -2.6358 -32.6794 -11.5360 0.053 0.275 -0.068
H -4.5453 -35.2843 -13.2931 -0.060 -0.013 0.109
H -4.2290 -33.8290 -14.2550 0.028 0.057 0.067
H -4.8092 -33.6725 -12.5676 -0.132 -0.102 -0.076
H -1.0010 -34.3566 -14.0760 0.108 0.047 -0.175
H 0.5439 -34.0980 -13.7180 0.096 0.202 0.027
C 0.0072 -24.9009 -14.0051 0.137 0.051 0.182
C -1.5042 -24.9320 -14.1595 -0.703 0.015 0.080
C -2.0615 -23.6570 -14.7889 0.993 -0.665 -0.560
O -2.0086 -22.6626 -13.8090 -0.128 0.223 -0.069
C -2.0545 -21.3522 -14.3523 -0.078 -0.018 -0.239
N -2.0095 -26.1321 -14.8483 0.039 -0.199 0.251
H 0.3399 -23.9055 -13.7071 -0.022 -0.048 0.103
H 0.5292 -25.1645 -14.9271 -0.193 0.052 -0.123
H 0.3391 -25.6127 -13.2438 0.001 0.043 -0.005
H -1.9970 -24.9211 -13.1727 0.355 -0.170 0.094
H -3.0670 -23.8358 -15.1884 -0.104 0.185 0.128
H -1.3899 -23.4239 -15.6326 -0.252 0.260 -0.058
H -1.1210 -21.0817 -14.8586 0.086 -0.120 0.163
H -2.2392 -20.6712 -13.5278 -0.003 0.068 -0.022
H -2.8468 -21.2622 -15.1038 -0.130 0.017 0.183
H -2.0527 -26.0867 -15.8588 0.171 0.320 -0.008
H -1.4216 -26.9258 -14.6158 0.082 0.017 -0.175
C -8.4027 -35.5576 -17.8724 0.811 0.255 -0.798
C -7.9715 -34.7313 -16.6781 -0.155 -0.310 0.456
C -6.8184 -33.8001 -17.0112 0.259 -0.014 0.107
O -5.6296 -34.5560 -17.1547 -0.148 -0.441 -0.012
C -4.5022 -33.7500 -17.2273 0.129 1.077 -0.178
N -9.1152 -34.0216 -16.0908 0.583 0.685 -0.349
H -8.8017 -34.9153 -18.6677 -0.469 -0.038 0.275
H -9.0813 -36.3602 -17.6045 -0.222 0.122 -0.015
H -7.5204 -35.9912 -18.3587 -0.012 -0.199 0.297
H -7.5725 -35.4285 -15.9340 -0.099 0.021 0.052
H -6.6696 -33.0794 -16.1895 -0.149 0.016 -0.048
H -7.0170 -33.2346 -17.9369 -0.033 0.046 0.066
H -3.5982 -34.3368 -17.3583 -0.086 -0.252 0.045
H -4.4004 -33.1193 -16.3249 0.055 -0.180 0.000
H -4.5783 -33.0346 -18.0639 0.084 -0.161 -0.025
H -8.8721 -33.6301 -15.1788 -0.161 -0.505 0.169
H -9.2030 -33.1373 -16.6017 -0.477 -0.235 -0.175
C -6.8685 -38.9957 -10.2574 0.226 -0.433 -0.183
C -6.4567 -38.3028 -11.5524 -0.448 0.355 0.709
C -7.1794 -36.9756 -11.6836 0.188 0.369 0.109
O -6.7572 -36.3412 -12.8745 -0.476 -0.254 -0.483
C -7.3994 -35.1045 -13.0629 0.974 0.457 -0.014
N -5.0051 -38.1397 -11.6159 0.084 0.141 -0.876
H -7.9336 -39.2322 -10.2234 -0.024 0.156 -0.042
H -6.6034 -38.4248 -9.3656 0.029 0.105 -0.064
H -6.3264 -39.9426 -10.2272 -0.028 0.026 0.190
H -6.8102 -38.9209 -12.3826 0.362 -0.092 -0.075
H -6.8927 -36.3158 -10.8458 -0.173 -0.139 0.127
H -8.2709 -37.1051 -11.6846 0.041 0.001 0.018
H -7.0551 -34.4362 -12.2584 -0.583 0.112 0.092
H -8.4877 -35.1482 -13.1444 -0.015 -0.176 0.190
H -7.0103 -34.6605 -13.9825 -0.069 -0.160 -0.073
H -4.6747 -37.3301 -11.0764 -0.584 -0.349 0.176
H -4.8455 -37.8225 -12.5727 0.312 -0.265 0.066
C -2.4730 -34.3058 -8.6263 0.326 -0.122 0.211
C -3.8102 -34.8206 -9.1548 0.549 -0.262 0.699
C -4.7315 -33.6916 -9.5250 -0.635 -0.046 -0.390
O -4.9633 -32.8892 -8.3903 0.137 0.037 0.232
C -6.0596 -32.0313 -8.5427 -0.720 0.202 0.469
N -3.6741 -35.7356 -10.2716 0.187 0.497 -0.849
H -1.8836 -33.8026 -9.4021 -0.186 0.067 -0.069
H -1.8633 -35.1463 -8.2833 -0.050 0.003 -0.018
H -2.5910 -33.6348 -7.7725 -0.086 0.033 -0.085
H -4.3024 -35.3657 -8.3420 0.007 0.069 0.023
H -5.6901 -34.1090 -9.8697 0.136 0.000 -0.079
H -4.3330 -33.0750 -10.3463 0.066 -0.141 -0.017
H -6.4277 -31.7529 -7.5506 0.146 -0.155 0.026
H -6.8869 -32.5259 -9.0621 0.077 0.089 -0.099
H -5.8058 -31.0914 -9.0432 -0.111 -0.188 -0.360
H -3.3179 -35.2142 -11.0832 -0.134 -0.301 0.247
H -2.9746 -36.4526 -10.1096 -0.048 0.021 0.343
C -5.6589 -25.5178 -13.7586 0.394 -0.066 -0.079
C -5.0032 -26.2151 -12.5646 -0.047 1.230 0.229
C -6.0444 -26.8632 -11.6775 0.540 -0.227 0.033
O -5.3474 -27.4709 -10.5874 0.012 0.208 0.011
C -6.2436 -28.0001 -9.6384 -0.601 -0.522 0.467
N -3.9567 -27.1810 -12.9431 -0.518 -0.174 -0.832
H -6.2225 -24.6476 -13.4232 -0.300 -0.185 0.023
H -6.2781 -26.2075 -14.3353 -0.115 0.109 0.047
H -4.8917 -25.1147 -14.4243 0.041 -0.174 0.005
H -4.5457 -25.4068 -11.9792 0.209 -0.230 0.082
H -6.5846 -27.6270 -12.2485 -0.190 0.013 0.169
H -6.7086 -26.1209 -11.2340 -0.238 0.076 -0.375
H -6.9320 -27.2352 -9.2621 0.178 0.114 -0.082
H -5.6906 -28.4108 -8.7976 0.180 0.061 -0.078
H -6.8509 -28.8116 -10.0485 0.093 0.005 -0.234
H -3.2866 -26.7233 -13.5930 -0.192 -0.132 0.337
H -4.4483 -27.8570 -13.5500 0.293 -0.051 0.192
```
Forces are in eV/Å.

Results
HOMO-LUMO gap: 7.317 eV
LUMO: -2.687 eV
Molar mass: 1099.85 g/mol
Total charge: +1
Calculated total energy: -143543.475 eV
HOMO: -10.00 eV

***

Entry 4:
C4H18KO7 as an isolated structure at a distorted geometry, computed with wB97M-V/def2-TZVPD.

```
30
Properties=species:S:1:pos:R:3:forces:R:3
K 0.8031 -0.9295 -0.0225 -0.020 -0.237 0.367
O 0.9721 -3.7875 0.5135 -0.483 1.401 1.249
H 1.8161 -4.0935 0.8025 0.958 -0.496 0.489
H 0.8881 -4.1085 -0.3545 -0.366 -0.885 -1.779
O 0.2391 -1.1775 -2.7645 -0.245 -0.630 -1.839
H -0.1859 -1.2425 -3.6755 0.676 0.074 1.676
H 1.1601 -1.4415 -2.9095 -0.191 -0.008 -0.271
O -0.0819 1.1775 -1.6255 1.264 1.380 -0.400
H 0.6421 1.6645 -2.0895 -0.914 0.170 0.713
H 0.0301 0.3545 -2.0965 -0.583 -0.901 -0.482
C -2.6029 -1.4385 -1.0455 -2.539 1.803 -0.326
C -2.7539 -1.6145 0.4955 0.516 -1.166 -0.428
O -1.3799 -1.7995 1.0345 -1.105 0.276 -0.417
O -3.9009 -1.6055 -1.7625 0.506 1.720 1.179
H -1.9179 -2.0515 -1.5735 0.664 -1.012 0.105
H -2.3379 -0.3835 -1.2665 0.403 -0.504 0.370
H -3.4269 -2.4985 0.7315 0.943 1.064 -0.263
H -3.1919 -0.6805 0.8725 0.132 -0.419 0.255
H -1.3269 -2.3445 1.8335 -0.565 0.131 -0.349
H -4.3509 -0.7035 -1.7395 0.791 -1.908 -0.056
C 2.3971 2.1665 1.2525 1.623 2.088 -3.913
C 2.0701 3.2885 2.1495 -2.070 1.517 1.648
O 3.0061 4.4375 2.1985 -1.901 -1.593 0.654
O 1.2771 1.4605 0.8205 -0.881 -1.071 0.361
H 3.0121 1.4865 1.7165 1.452 -1.719 1.063
H 2.9851 2.5265 0.3015 -0.835 -0.265 1.699
H 1.8691 2.8135 3.1685 0.526 0.978 -0.894
H 1.0181 3.5805 1.7975 1.338 0.371 0.491
H 2.6421 4.9915 2.9325 0.620 -0.545 -0.926
H 0.6291 1.9535 0.3045 0.290 0.388 0.025
```
Forces are in eV/Å.

Results
HOMO-LUMO gap: 9.435 eV
LUMO: -3.489 eV
Molar mass: 217.28 g/mol
Total charge: +1
Calculated total energy: -35091.329 eV
HOMO: -12.92 eV